No. 1
Entry from OMol25: a cluster of 2 separate species, C2H3Cl2NSi in total (ωB97M-V with the def2-TZVPD basis set).

relative energy (zero: lowest compared OMol25 entry of this formula, charge and spin): 78.6 kcal/mol
gap between HOMO and LUMO (spin up / spin down): 0.2531 / 0.2531 Eh

Structure (XYZ):
```
9
Properties=species:S:1:pos:R:3:forces:R:3
C 2.746 -1.033 -1.527 0.2621 -0.0793 -0.8224
C 0.084 -0.378 -0.217 1.7559 -2.8968 -1.2433
N 3.057 -1.240 -2.625 -0.2432 0.1259 1.1284
Si 1.973 -0.629 0.083 -1.3844 2.7484 -1.6089
Cl 3.310 2.455 0.150 -0.9479 -2.0910 0.0208
Cl 2.681 -1.583 1.612 0.4307 -0.4891 0.8974
H -0.107 0.488 -0.757 0.1389 1.7947 -1.1109
H -0.200 -1.242 -0.941 0.5109 1.1729 1.2733
H -0.581 -0.362 0.593 -0.5231 -0.2857 1.4656
```
Positions in Å, forces in eV/Å.

In the Löwdin picture, each atom carries the following charge in e: atom 1 (C): -0.328, atom 2 (C): -0.180, atom 3 (N): 0.125, atom 4 (Si): 0.237, atom 5 (Cl): -0.433, atom 6 (Cl): 0.472, atom 7 (H): 0.009, atom 8 (H): 0.086, atom 9 (H): 0.012

No. 2
Entry from OMol25: an isolated molecule of C2H3Cl2O2P (ωB97M-V with the def2-TZVPD basis set).

relative energy (zero: lowest compared OMol25 entry of this formula, charge and spin): 59.2 kcal/mol
gap between HOMO and LUMO: 0.4017 Eh
SMILES: O=C(Cl)O[C@H](P)Cl

Structure (XYZ):
```
10
Properties=species:S:1:pos:R:3:forces:R:3
C 0.486 -1.717 0.413 2.0609 -0.0413 -1.1522
C -0.597 0.339 -0.128 1.0523 -2.0523 -3.8521
O -0.475 -2.348 0.636 -1.0756 0.2972 0.3037
O 0.697 -0.441 0.046 -2.0667 0.1074 0.7088
P 0.160 1.896 -1.055 -0.3122 -2.5498 -0.5221
Cl 2.075 -2.504 0.290 0.0300 0.0214 0.2744
Cl -1.466 0.506 1.303 -0.5687 0.5875 1.4554
H -1.231 -0.378 -0.835 1.2652 1.8222 1.3342
H 1.149 1.915 -0.085 0.1861 0.7136 0.5935
H -0.799 2.732 -0.585 -0.5714 1.0941 0.8563
```
Positions in Å, forces in eV/Å.

In the Löwdin picture, each atom carries the following charge in e: atom 1 (C): -0.951, atom 2 (C): -0.984, atom 3 (O): 0.078, atom 4 (O): -0.242, atom 5 (P): 0.853, atom 6 (Cl): 0.687, atom 7 (Cl): 0.690, atom 8 (H): 0.116, atom 9 (H): -0.102, atom 10 (H): -0.145

No. 3
Entry from OMol25: an isolated molecule of C2H3Cl2O2P (ωB97M-V with the def2-TZVPD basis set).

relative energy (zero: lowest compared OMol25 entry of this formula, charge and spin): 61.6 kcal/mol
gap between HOMO and LUMO: 0.3869 Eh
SMILES: O=C(Cl)O[C@H](P)Cl

Structure (XYZ):
```
10
Properties=species:S:1:pos:R:3:forces:R:3
C -1.908 0.094 -0.294 -3.6662 0.5008 -0.2741
C 0.339 0.071 -0.285 3.3940 1.3809 1.2115
O -2.119 1.074 -0.950 1.0934 -1.7775 1.0445
O -0.844 -0.542 0.118 1.7045 0.9464 -0.7327
P 1.770 -1.037 0.299 -0.9088 -1.7292 -2.2328
Cl -3.215 -0.936 0.427 -0.0340 0.7254 -0.4917
Cl 0.652 1.760 0.446 -0.7112 -0.5976 0.0950
H 0.522 0.380 -1.318 -0.9694 -0.8915 -0.1246
H 1.986 -0.657 1.548 -0.5063 0.7081 2.4459
H 2.817 -0.207 0.008 0.6041 0.7342 -0.9410
```
Positions in Å, forces in eV/Å.

In the Löwdin picture, each atom carries the following charge in e: atom 1 (C): -0.886, atom 2 (C): -0.861, atom 3 (O): 0.095, atom 4 (O): -0.167, atom 5 (P): 0.837, atom 6 (Cl): 0.668, atom 7 (Cl): 0.511, atom 8 (H): 0.072, atom 9 (H): -0.148, atom 10 (H): -0.120

No. 4
Entry from OMol25: a structure of composition C2H3Cl2O4P (ωB97M-V with the def2-TZVPD basis set).

gap between HOMO and LUMO (spin up / spin down): 0.1544 / 0.2037 Eh
charge: -2
expectation value of S²: 2.0077
2S+1: 3

Structure (XYZ):
```
12
Properties=species:S:1:pos:R:3:forces:R:3
C 2.349 -0.367 0.630 -1.6768 0.0363 1.3061
C 0.927 -0.828 -1.003 -2.0653 1.1652 0.8901
O -0.055 2.148 -0.892 1.0960 -2.5646 -0.0221
O 1.862 0.973 0.471 -1.7549 1.3818 -0.9188
O -0.668 0.317 0.749 0.5812 0.9944 0.5313
O 3.483 -0.665 0.332 2.9626 -0.3997 -1.2101
P 0.421 0.807 -0.353 1.3276 1.4367 1.8904
Cl -10.492 -0.252 0.549 -0.1029 -0.0005 0.0143
Cl -0.590 -1.672 -1.539 -1.4139 -0.8990 -0.7546
H 1.948 -0.789 1.571 -0.5977 -0.1283 0.0023
H 1.494 -0.778 -1.857 2.1479 -0.2372 -1.4768
H -0.679 1.105 1.342 -0.5038 -0.7852 -0.2522
```
Positions in Å, forces in eV/Å.

In the Löwdin picture, each atom carries the following charge in e: atom 1 (C): -0.599, atom 2 (C): -0.566, atom 3 (O): -0.346, atom 4 (O): -0.238, atom 5 (O): -0.209, atom 6 (O): -0.059, atom 7 (P): 0.467, atom 8 (Cl): -1.000, atom 9 (Cl): 0.382, atom 10 (H): 0.102, atom 11 (H): -0.017, atom 12 (H): 0.083

No. 5
Entry from OMol25: a cluster of 2 separate species, C2H3Cl2P in total (ωB97M-V with the def2-TZVPD basis set).

relative energy (zero: lowest compared OMol25 entry of this formula, charge and spin): 146.5 kcal/mol
gap between HOMO and LUMO (spin up / spin down): 0.3003 / 0.2747 Eh

Structure (XYZ):
```
8
Properties=species:S:1:pos:R:3:forces:R:3
C -1.188 -0.381 1.257 0.5110 2.1957 0.4630
C 0.815 -0.454 -1.241 2.4282 1.5488 1.3846
P -0.563 1.089 1.123 -0.8506 0.7720 1.7514
Cl 0.540 1.148 -1.593 -0.3557 0.7361 -0.8970
Cl 2.481 -0.835 -1.079 0.4513 -0.1485 0.5685
H -1.307 -1.394 1.069 -0.2633 -1.4212 -0.3146
H 0.423 -1.188 -1.799 -2.3119 -2.2377 -1.8252
H -1.200 2.015 2.264 0.3910 -1.4453 -1.1309
```
Positions in Å, forces in eV/Å.

In the Löwdin picture, each atom carries the following charge in e: atom 1 (C): -0.374, atom 2 (C): -1.119, atom 3 (P): 0.627, atom 4 (Cl): 0.531, atom 5 (Cl): 0.545, atom 6 (H): -0.079, atom 7 (H): -0.046, atom 8 (H): -0.084

No. 6
Entry from OMol25: an isolated molecule of C2H3Cl3O (ωB97M-V with the def2-TZVPD basis set).

relative energy (zero: lowest compared OMol25 entry of this formula, charge and spin): 12.9 kcal/mol
gap between HOMO and LUMO: 0.4176 Eh
SMILES: O[C@H](Cl)C(Cl)Cl

Structure (XYZ):
```
9
Properties=species:S:1:pos:R:3:forces:R:3
C 0.065 -0.252 0.096 -1.2745 0.8183 -0.5054
C 0.257 0.265 -1.396 0.5723 -1.5029 1.1550
O 1.126 -0.827 0.645 2.6616 -1.4113 0.3562
Cl -1.466 -1.413 -0.067 0.9857 0.6194 0.2570
Cl 0.943 -1.186 -2.359 -0.4948 1.3572 0.6414
Cl 1.378 1.615 -1.382 0.0081 -0.0142 -0.1724
H -0.270 0.523 0.891 0.2108 -1.0210 -1.9315
H -0.679 0.544 -1.850 -0.0612 0.0061 -0.1079
H 1.897 -1.274 0.135 -2.6080 1.1483 0.3076
```
Positions in Å, forces in eV/Å.

In the Löwdin picture, each atom carries the following charge in e: atom 1 (C): -0.798, atom 2 (C): -1.030, atom 3 (O): -0.099, atom 4 (Cl): 0.460, atom 5 (Cl): 0.516, atom 6 (Cl): 0.611, atom 7 (H): 0.144, atom 8 (H): 0.043, atom 9 (H): 0.152

No. 7
Entry from OMol25: a cluster of 2 separate species, C2H3ClF2O in total (ωB97M-V with the def2-TZVPD basis set).

relative energy (zero: lowest compared OMol25 entry of this formula, charge and spin): 71.9 kcal/mol
gap between HOMO and LUMO: 0.3765 Eh

Structure (XYZ):
```
9
Properties=species:S:1:pos:R:3:forces:R:3
C -0.799 0.143 0.334 -1.5747 0.4057 1.9627
C 1.813 0.516 0.129 0.8148 0.5538 0.7378
O -0.855 -1.231 0.285 -0.6949 -0.6926 -1.0499
F 1.692 0.927 -1.113 0.3427 -1.1462 0.0305
F 1.996 -0.785 0.174 0.0348 0.5531 -1.1299
Cl -1.570 0.912 -1.056 0.1457 0.1068 0.2064
H -1.178 0.563 1.330 -0.4703 -0.7022 -1.4165
H 0.205 0.477 0.467 0.7661 0.4722 -0.4745
H -1.304 -1.522 -0.550 0.6357 0.4492 1.1333
```
Positions in Å, forces in eV/Å.

In the Löwdin picture, each atom carries the following charge in e: atom 1 (C): -0.711, atom 2 (C): -0.115, atom 3 (O): -0.100, atom 4 (F): 0.055, atom 5 (F): 0.070, atom 6 (Cl): 0.625, atom 7 (H): 0.124, atom 8 (H): -0.053, atom 9 (H): 0.104

No. 8
Entry from OMol25: an isolated molecule of C2H3ClFI (ωB97M-V with the def2-TZVPD basis set).

relative energy (zero: lowest compared OMol25 entry of this formula, charge and spin): 2.6 kcal/mol
gap between HOMO and LUMO: 0.3541 Eh
SMILES: C[C@@](F)(Cl)I

Structure (XYZ):
```
8
Properties=species:S:1:pos:R:3:forces:R:3
C -0.889 -0.013 -0.257 0.8193 -0.2412 -1.3716
C 0.542 0.127 0.194 1.0717 -1.1219 1.4374
F 0.869 1.418 0.319 0.0625 0.2791 0.3585
Cl 0.633 -0.678 1.911 0.2854 0.6559 -1.2086
I 2.214 -0.742 -0.992 -1.0080 0.2551 0.3567
H -0.901 -0.867 -1.000 -0.5324 0.7661 1.1566
H -1.473 -0.182 0.698 0.0882 0.5256 -1.7293
H -0.995 0.937 -0.873 -0.7867 -1.1186 1.0003
```
Positions in Å, forces in eV/Å.

In the Löwdin picture, each atom carries the following charge in e: atom 1 (C): -0.155, atom 2 (C): -1.222, atom 3 (F): -0.096, atom 4 (Cl): 0.468, atom 5 (I): 0.739, atom 6 (H): 0.083, atom 7 (H): 0.076, atom 8 (H): 0.108

No. 9
Entry from OMol25: an isolated molecule of C2H3ClFN (ωB97M-V with the def2-TZVPD basis set).

relative energy (zero: lowest compared OMol25 entry of this formula, charge and spin): 47.3 kcal/mol
gap between HOMO and LUMO: 0.3666 Eh
SMILES: C=N[C@@H](F)Cl

Structure (XYZ):
```
8
Properties=species:S:1:pos:R:3:forces:R:3
C -1.370 -0.350 0.395 5.8570 -2.5788 -3.9717
C 0.986 0.192 -0.326 -1.9435 0.5060 -2.3550
N -0.037 -0.843 -0.244 -7.3789 3.4334 3.9107
F 0.720 1.390 0.301 -0.0671 -0.2759 0.4739
Cl 2.429 -0.509 0.322 0.7362 0.0793 -0.0038
H -2.203 -1.162 0.377 1.7770 1.7178 0.2170
H -1.525 0.757 0.621 0.2886 -1.8374 -0.0809
H 1.000 0.525 -1.446 0.7307 -1.0443 1.8097
```
Positions in Å, forces in eV/Å.

In the Löwdin picture, each atom carries the following charge in e: atom 1 (C): 0.087, atom 2 (C): -0.913, atom 3 (N): -0.046, atom 4 (F): -0.084, atom 5 (Cl): 0.671, atom 6 (H): 0.075, atom 7 (H): 0.066, atom 8 (H): 0.145

No. 10
Entry from OMol25: a cluster of 2 separate species, C2H3ClFNO2 in total (ωB97M-V with the def2-TZVPD basis set).

relative energy (zero: lowest compared OMol25 entry of this formula, charge and spin): 84.8 kcal/mol
gap between HOMO and LUMO: 0.3701 Eh

Structure (XYZ):
```
10
Properties=species:S:1:pos:R:3:forces:R:3
C 0.515 0.104 -0.616 -3.8325 3.2091 1.6623
C -1.239 0.431 0.465 3.4636 -2.9740 -2.0344
N 1.230 1.217 0.069 2.3640 -1.5170 -1.2674
O 1.925 0.804 1.006 -0.9014 0.9288 0.0294
O 1.274 2.342 -0.393 -0.7444 -0.5274 0.4009
F -1.958 -0.682 0.190 -0.3350 0.2722 -0.0755
Cl -1.979 1.845 0.012 -0.5803 1.1147 -0.0923
H 0.414 0.118 -1.701 -0.1168 0.6336 0.3721
H 0.810 -0.782 -0.188 0.7605 -1.8511 0.8261
H -0.822 0.295 1.456 -0.0779 0.7112 0.1789
```
Positions in Å, forces in eV/Å.

In the Löwdin picture, each atom carries the following charge in e: atom 1 (C): 0.073, atom 2 (C): -0.685, atom 3 (N): -0.460, atom 4 (O): 0.031, atom 5 (O): 0.054, atom 6 (F): -0.051, atom 7 (Cl): 0.773, atom 8 (H): 0.109, atom 9 (H): 0.060, atom 10 (H): 0.096

Calculated total energy per entry: -36534.485 -40550.031 -40549.928 -44645.611 -36450.210 -41736.907 -22124.239 -25462.505 -18849.660 -22942.548 eV